Record 1
A structure of composition C48H48NP2PrS3Te. Source: the OMol25 dataset; level of theory: ωB97M-V/def2-TZVPD.

Total energy in Ha: -4574.35619
LUMO (alpha / beta) in eV: -6.04 / -5.90
Relative energy (zero: lowest compared OMol25 entry of this formula, charge and spin) in kcal per mole: 20.5
<S²>: 2.004
Kohn-Sham gap (alpha / beta) in eV: 5.1 / 5.2
Strongest force on any atom in hartree/bohr: 0.0694

```
! wB97M-V def2-TZVPD RIJCOSX def2/J DEFGRID3
* xyz 2 3
Pr 13.48 14.78 12.72
C 16.45 17.38 12.26
P 15.19 17.46 13.57
C 14.65 19.15 13.39
C 15.61 20.14 13.57
C 15.21 21.44 13.60
C 13.93 21.79 13.14
C 12.94 20.82 12.98
C 13.30 19.50 13.12
C 16.12 17.49 15.13
C 16.13 18.60 15.97
C 17.16 18.76 16.90
C 18.10 17.76 17.05
C 18.14 16.69 16.18
C 17.18 16.57 15.15
C 16.34 16.30 11.25
C 16.77 16.40 9.88
C 16.65 15.13 9.31
C 16.05 14.30 10.33
C 15.93 12.81 10.36
P 14.46 12.06 11.14
C 15.22 10.66 11.94
C 15.44 9.51 11.15
C 16.26 8.49 11.61
C 16.93 8.62 12.80
C 16.81 9.82 13.56
C 15.95 10.81 13.16
C 13.39 11.48 9.80
C 13.57 11.86 8.46
C 12.75 11.32 7.44
C 11.63 10.56 7.80
C 11.57 10.01 9.14
C 12.39 10.50 10.08
N 15.84 15.02 11.53
H 17.43 17.37 12.72
H 16.19 18.30 11.70
H 16.65 19.89 13.77
H 15.90 22.21 13.95
H 13.75 22.86 13.05
H 11.86 21.08 12.80
H 12.60 18.75 12.93
H 15.27 19.23 15.90
H 17.10 19.62 17.60
H 18.75 17.80 17.92
H 18.94 15.96 16.19
H 17.14 15.75 14.45
H 17.24 17.27 9.43
H 16.98 14.75 8.33
H 16.86 12.43 10.94
H 15.94 12.36 9.32
H 14.84 9.40 10.22
H 16.44 7.61 11.07
H 17.63 7.80 13.18
H 17.50 9.95 14.39
H 15.82 11.65 13.80
H 14.49 12.33 8.16
H 13.04 11.54 6.44
H 10.89 10.30 7.07
H 10.92 9.17 9.35
H 12.56 10.05 11.11
C 12.31 15.61 16.54
C 12.93 14.21 16.64
S 13.59 13.34 15.17
C 12.40 11.95 15.01
C 11.01 12.34 14.63
S 10.90 13.36 13.14
C 9.86 14.86 13.56
C 10.15 15.70 14.84
S 11.86 16.19 14.88
H 12.94 16.39 16.86
H 11.37 15.62 17.10
H 12.23 13.48 16.98
H 13.78 14.12 17.36
H 12.40 11.34 15.93
H 12.78 11.32 14.21
H 10.54 12.86 15.53
H 10.28 11.50 14.31
H 8.90 14.35 13.74
H 9.86 15.42 12.61
H 9.83 15.07 15.65
H 9.51 16.59 14.82
Te 11.87 16.56 10.25
C 10.02 17.70 10.56
C 9.77 18.81 11.46
C 8.48 19.31 11.51
C 7.46 18.82 10.64
C 7.71 17.72 9.88
C 8.99 17.11 9.86
C 11.67 16.27 7.99
C 11.99 15.03 7.41
C 11.95 14.88 6.01
C 11.58 15.97 5.26
C 11.23 17.16 5.87
C 11.24 17.34 7.23
H 10.57 19.12 12.20
H 8.30 20.10 12.21
H 6.43 19.24 10.46
H 6.93 17.26 9.27
H 9.18 16.14 9.36
H 12.29 14.17 8.03
H 12.28 13.97 5.51
H 11.50 15.85 4.20
H 10.91 17.98 5.20
H 11.02 18.35 7.66
*
```

Atom charges from the Mulliken analysis, given in e for atoms 1 to 99:
1 Pr -0.1118
2 C -0.9407
3 P 1.6257
4 C -0.1072
5 C -0.2753
6 C -0.7493
7 C -0.8002
8 C -0.2253
9 C -0.0156
10 C 0.6941
11 C -0.5757
12 C -0.7183
13 C -0.5155
14 C -0.6921
15 C -0.9024
16 C 0.0364
17 C -1.2167
18 C -1.2582
19 C 0.2699
20 C -0.9739
21 P 1.4297
22 C 0.5519
23 C -0.3283
24 C -0.8529
25 C -0.4477
26 C -0.6948
27 C -0.3217
28 C 0.5973
29 C -0.9788
30 C -0.5293
31 C -0.6969
32 C -0.6734
33 C -0.3321
34 N 0.1155
35 H 0.7152
36 H 0.3899
37 H 0.6137
38 H 0.4209
39 H 0.3945
40 H 0.3131
41 H -0.0513
42 H 0.6955
43 H 0.3756
44 H 0.4029
45 H 0.4054
46 H 0.5249
47 H 0.5409
48 H 0.4579
49 H 0.3352
50 H 0.5328
51 H 0.2572
52 H 0.4850
53 H 0.3099
54 H 0.4204
55 H 0.3305
56 H 0.2593
57 H 0.5892
58 H 0.4732
59 H 0.4719
60 H 0.3640
61 C -1.0786
62 C -0.8962
63 S 0.1719
64 C -0.6990
65 C -0.5797
66 S 0.2360
67 C -0.5145
68 C -1.0536
69 S 0.4197
70 H 0.5018
71 H 0.5420
72 H 0.4500
73 H 0.5639
74 H 0.5753
75 H 0.0983
76 H 0.3177
77 H 0.5253
78 H 0.6611
79 H -0.1004
80 H 0.4873
81 H 0.5326
82 Te 0.5450
83 C 0.1518
84 C 0.1309
85 C -0.4272
86 C -0.6381
87 C -0.5845
88 C -0.4091
89 C -0.2598
90 C 0.3988
91 C -0.3073
92 C -0.6851
93 C -0.4734
94 C -0.2750
95 H 0.0194
96 H 0.4764
97 H 0.3360
98 H 0.3948
99 H 0.4437

=====

Record 2
A structure of composition C48H49B2BiF2N9OP2S2. Source: the OMol25 dataset; level of theory: ωB97M-V/def2-TZVPD.

Total energy in Ha: -4369.99099
LUMO in eV: 2.32
Relative energy (zero: lowest compared OMol25 entry of this formula, charge and spin) in kcal per mole: 14.3
Kohn-Sham gap in eV: 6.5
Strongest force on any atom in hartree/bohr: 0.0324

```
! wB97M-V def2-TZVPD RIJCOSX def2/J DEFGRID3
* xyz -1 1
Bi 0.68 0.53 0.87
C 0.15 3.69 -2.53
C 0.05 2.39 -2.02
N 0.01 2.43 -0.69
N 0.08 3.71 -0.32
C 0.17 4.50 -1.40
B 0.14 4.08 1.18
N 1.53 3.65 1.68
C 2.55 4.41 2.10
C 3.64 3.60 2.34
C 3.19 2.31 2.04
N 1.92 2.37 1.65
N -0.93 3.29 1.94
C -2.00 3.75 2.61
C -2.70 2.67 3.11
C -1.98 1.55 2.70
N -0.92 1.94 1.99
H 0.20 4.00 -3.55
H -0.01 1.46 -2.54
H 0.24 5.57 -1.30
H 0.00 5.26 1.33
H 2.43 5.48 2.19
H 4.62 3.89 2.69
H 3.70 1.37 2.09
H -2.18 4.81 2.67
H -3.60 2.68 3.70
H -2.18 0.51 2.87
C -0.79 -2.21 -2.13
C -1.87 -1.21 -2.61
P -2.51 0.01 -1.35
C -3.98 -0.79 -0.56
C -4.51 -0.04 0.49
C -5.63 -0.49 1.18
C -6.24 -1.68 0.80
C -5.71 -2.42 -0.24
C -4.58 -1.99 -0.92
C -3.55 0.99 -2.54
C -3.46 2.38 -2.50
C -4.28 3.18 -3.29
C -5.20 2.59 -4.14
C -5.30 1.21 -4.20
C -4.48 0.42 -3.41
P -1.53 -3.70 -1.27
C -0.08 -4.41 -0.40
C -0.34 -5.09 0.78
C 0.69 -5.70 1.49
C 1.98 -5.65 1.00
C 2.26 -4.95 -0.17
C 1.23 -4.32 -0.86
C -1.50 -4.90 -2.68
C -1.64 -4.53 -4.02
C -1.71 -5.49 -5.02
C -1.66 -6.84 -4.70
C -1.57 -7.22 -3.37
C -1.50 -6.27 -2.37
H -0.11 -1.73 -1.42
H -0.20 -2.54 -2.98
H -2.71 -1.75 -3.06
H -1.44 -0.57 -3.38
H -4.03 0.88 0.78
H -6.02 0.08 2.01
H -7.11 -2.03 1.34
H -6.19 -3.35 -0.54
H -4.17 -2.60 -1.70
H -2.74 2.84 -1.83
H -4.21 4.26 -3.23
H -5.86 3.21 -4.74
H -6.02 0.74 -4.86
H -4.59 -0.66 -3.45
H -1.36 -5.12 1.15
H 0.48 -6.21 2.42
H 2.78 -6.14 1.54
H 3.27 -4.89 -0.54
H 1.47 -3.77 -1.77
H -1.68 -3.48 -4.29
H -1.80 -5.18 -6.05
H -1.70 -7.58 -5.49
H -1.57 -8.28 -3.11
H -1.43 -6.57 -1.33
C 6.69 -2.41 1.20
C 5.77 -1.40 1.88
N 4.45 -1.96 2.15
C 4.27 -2.78 3.33
C 4.57 -2.06 4.65
C 3.47 -1.88 1.25
S 1.47 -0.37 3.23
N 3.67 -1.36 0.10
C 3.25 -0.48 -0.73
O 2.65 0.62 -0.33
C 3.60 -0.61 -2.16
C 4.38 -1.66 -2.64
C 4.77 -1.70 -3.97
C 4.39 -0.69 -4.84
C 3.59 0.34 -4.38
C 3.20 0.39 -3.06
H 7.61 -1.92 0.87
H 6.19 -2.82 0.32
H 6.96 -3.22 1.87
H 5.64 -0.53 1.23
H 6.22 -1.05 2.81
H 4.90 -3.67 3.26
H 3.22 -3.08 3.33
H 5.62 -1.77 4.73
H 4.34 -2.73 5.48
H 3.94 -1.17 4.74
H 4.68 -2.44 -1.95
H 5.39 -2.52 -4.32
H 4.72 -0.72 -5.88
H 3.28 1.13 -5.06
H 2.59 1.20 -2.68
F 0.83 2.14 4.25
B 1.20 0.87 4.45
F 1.42 0.61 5.75
S -1.31 -1.67 0.97
C -2.26 -1.83 2.31
N -2.94 -1.92 3.25
*
```

Atom charges from the Mulliken analysis, given in e for atoms 1 to 99:
1 Bi 3.2250
2 C -1.6437
3 C -0.6605
4 N 0.8769
5 N 0.0265
6 C -0.3553
7 B -0.9413
8 N 0.1120
9 C -0.1511
10 C -1.2720
11 C -0.7195
12 N 0.3186
13 N 0.4928
14 C -0.3431
15 C -1.2096
16 C -1.2727
17 N 0.7584
18 H 0.4754
19 H 0.6913
20 H 0.5205
21 H -0.1445
22 H 0.4544
23 H 0.4420
24 H 0.5457
25 H 0.4527
26 H 0.5081
27 H 0.5544
28 C -0.6977
29 C -1.3658
30 P 0.9749
31 C 1.1414
32 C -0.9772
33 C -0.4679
34 C -0.6906
35 C -0.8517
36 C -0.1407
37 C 0.4842
38 C -0.0638
39 C -0.6616
40 C -0.4998
41 C -0.7259
42 C -0.6151
43 P 0.3017
44 C 0.1729
45 C -0.1814
46 C -0.7024
47 C -0.3452
48 C -0.4281
49 C -0.3859
50 C 0.5234
51 C -0.4337
52 C -0.6999
53 C -0.4630
54 C -0.6708
55 C -0.5765
56 H -0.4003
57 H 1.1660
58 H 0.4547
59 H 0.4962
60 H 0.2587
61 H 0.3992
62 H 0.3510
63 H 0.4073
64 H 0.3018
65 H 0.1225
66 H 0.4193
67 H 0.3608
68 H 0.4026
69 H 0.2362
70 H 0.4640
71 H 0.3934
72 H 0.3933
73 H 0.3053
74 H 0.3586
75 H 0.2343
76 H 0.3904
77 H 0.3608
78 H 0.3818
79 H 0.3783
80 C -1.2629
81 C -0.6979
82 N 0.8513
83 C -0.5770
84 C -1.3064
85 C -0.7997
86 S -0.4836
87 N 0.6506
88 C -0.6760
89 O -0.8533
90 C 0.4973
91 C -0.0693
92 C -0.7753
93 C -0.3636
94 C -0.8178
95 C -0.3638
96 H 0.4149
97 H 0.1718
98 H 0.3293
99 H 0.2351

=====

no.,molecular weight (g/mol)
1,1065.6
2,1162.7